{"formula": "C5H11NO3SY", "method": "the ωB97M-V functional and the def2-TZVPD basis", "charge": 3, "elements": ["N", "C", "O", "C", "O", "O", "C", "C", "C", "S", "H", "H", "H", "H", "H", "H", "H", "H", "H", "H", "H", "Y"], "positions_angstrom": [[3.96, -0.98, -0.18], [2.58, -0.63, -0.09], [2.49, 0.75, 0.11], [1.28, 1.34, 0.19], [0.94, 2.01, 1.12], [0.56, 1.17, -0.94], [-0.83, 1.46, -0.81], [-1.58, 0.74, 0.31], [-1.85, -0.73, -0.04], [-2.83, -1.57, 1.30], [4.07, -1.99, -0.18], [4.37, -0.67, -1.06], [2.10, -1.18, 0.74], [2.07, -0.94, -1.03], [-1.26, 1.18, -1.77], [-0.99, 2.53, -0.71], [-2.55, 1.24, 0.39], [-1.09, 0.84, 1.28], [-0.96, -1.32, -0.23], [-2.45, -0.76, -0.96], [-2.75, -0.72, 2.34], [-5.30, -1.79, 0.20]], "lowdin_charge": [0.19, -0.23, 0.10, -0.54, 0.21, 0.06, -0.14, -0.22, -0.45, 0.76, 0.13, 0.14, 0.15, 0.16, 0.14, 0.16, 0.13, 0.12, 0.10, 0.07, -0.02, 1.97]}

***

{"formula": "C3H6O2", "method": "the ωB97M-V functional and the def2-TZVPD basis", "e_above_lowest_kj_mol": 180.2, "smiles": "C[C@H](O)C=O", "elements": ["C", "C", "C", "H", "H", "H", "H", "H", "H", "O", "O"], "positions_angstrom": [[0.22, -1.13, 0.14], [0.09, 0.33, 0.38], [0.12, 0.82, -1.01], [0.62, -1.68, 0.99], [-0.73, -1.49, -0.27], [0.95, -1.30, -0.62], [0.91, 0.76, 0.87], [-1.38, 0.61, 1.77], [-0.37, 1.87, -1.26], [-1.11, 0.99, 0.94], [0.69, 0.22, -1.94]], "lowdin_charge": [-0.05, -0.38, -0.20, 0.09, 0.11, 0.07, 0.14, 0.08, 0.17, -0.04, 0.02]}

***

{"formula": "C18H42N7O9Y", "method": "the ωB97M-V functional and the def2-TZVPD basis", "e_above_lowest_kj_mol": 676.4, "charge": 2, "elements": ["Y", "N", "O", "O", "O", "C", "C", "O", "N", "C", "H", "H", "H", "H", "H", "H", "H", "C", "C", "O", "N", "C", "H", "H", "H", "H", "H", "H", "H", "C", "C", "O", "N", "C", "H", "H", "H", "H", "H", "H", "H", "C", "C", "O", "N", "C", "H", "H", "H", "H", "H", "H", "H", "C", "C", "O", "N", "C", "H", "H", "H", "H", "H", "H", "H", "C", "C", "O", "N", "C", "H", "H", "H", "H", "H", "H", "H"], "positions_angstrom": [[-3.36, 1.82, -0.96], [-0.64, 0.31, 0.73], [-1.47, 1.00, 0.21], [0.04, -0.38, 0.02], [-0.58, 0.27, 1.94], [4.13, -4.10, 2.03], [3.69, -4.73, 0.77], [3.97, -5.87, 0.56], [2.99, -4.05, -0.15], [2.90, -2.60, -0.24], [3.77, -3.07, 2.10], [5.21, -4.06, 1.89], [3.85, -4.73, 2.87], [2.64, -4.61, -0.92], [3.72, -2.09, 0.25], [2.01, -2.20, 0.26], [2.87, -2.21, -1.25], [-2.64, -2.69, -0.82], [-3.43, -1.64, 0.02], [-3.70, -0.54, -0.42], [-3.84, -1.93, 1.24], [-3.04, -2.56, 2.30], [-2.72, -3.63, -0.27], [-1.57, -2.52, -0.97], [-3.09, -2.82, -1.80], [-4.52, -1.27, 1.58], [-2.43, -1.72, 2.64], [-2.32, -3.30, 1.96], [-3.59, -2.98, 3.14], [-2.17, -0.83, -4.58], [-1.64, -0.32, -3.23], [-2.31, 0.48, -2.54], [-0.48, -0.81, -2.81], [0.38, -1.65, -3.63], [-3.10, -0.37, -4.91], [-2.38, -1.89, -4.53], [-1.46, -0.60, -5.37], [-0.06, -0.51, -1.94], [-0.21, -2.52, -3.92], [1.26, -1.91, -3.03], [0.77, -1.06, -4.46], [0.88, 3.36, -1.47], [-0.38, 3.14, -2.36], [-1.43, 2.97, -1.77], [-0.31, 3.10, -3.70], [0.88, 2.83, -4.44], [1.08, 2.32, -1.19], [0.73, 3.78, -0.48], [1.70, 3.88, -1.97], [-1.21, 2.97, -4.14], [1.79, 3.13, -3.94], [1.01, 3.17, -5.47], [0.94, 1.74, -4.47], [2.21, -1.35, 4.00], [3.09, -0.66, 2.97], [4.30, -0.77, 2.95], [2.47, 0.11, 2.08], [2.95, 0.77, 0.88], [1.16, -1.08, 3.86], [2.47, -1.05, 5.02], [2.28, -2.43, 3.82], [1.46, 0.16, 2.14], [2.61, 0.24, 0.00], [4.03, 0.66, 0.74], [2.73, 1.84, 0.82], [-3.00, 5.21, 2.24], [-2.38, 3.94, 1.70], [-2.73, 3.54, 0.62], [-1.44, 3.32, 2.33], [-1.22, 3.28, 3.79], [-3.38, 5.82, 1.42], [-2.35, 5.74, 2.92], [-3.91, 5.03, 2.82], [-0.94, 2.59, 1.84], [-0.76, 2.34, 4.11], [-2.16, 3.18, 4.33], [-0.63, 4.08, 4.23]], "lowdin_charge": [2.00, -0.59, -0.14, 0.03, 0.04, 0.02, -0.61, 0.07, 0.03, -0.09, 0.03, 0.11, 0.10, 0.14, 0.08, 0.06, 0.07, 0.05, -0.48, -0.10, 0.05, -0.01, 0.09, 0.08, 0.09, 0.15, 0.08, 0.10, 0.10, 0.03, -0.46, -0.14, 0.06, -0.02, 0.09, 0.10, 0.09, 0.10, 0.10, 0.09, 0.09, 0.05, -0.47, -0.10, 0.06, -0.05, 0.08, 0.09, 0.09, 0.16, 0.09, 0.11, 0.08, 0.02, -0.57, 0.04, 0.02, -0.07, 0.06, 0.09, 0.08, 0.07, 0.05, 0.09, 0.08, 0.04, -0.55, -0.09, 0.08, -0.02, 0.10, 0.10, 0.10, 0.11, 0.09, 0.10, 0.10]}

***

Number 1: HOMO-LUMO gap 1.68 eV, calculated total energy -24837.108 eV, F_max 1.5 eV/Å. Number 2: HOMO-LUMO gap 10.67 eV, calculated total energy -7301.810 eV, F_max 5.1 eV/Å. Number 3: HOMO-LUMO gap 4.79 eV, calculated total energy -49235.230 eV, F_max 6.7 eV/Å.